# 1
The following is a DFT calculation (wB97M-V/def2-TZVPD) of a structure of composition C29H51NO2SSi2Sn.

XYZ file:
```
87
Properties=species:S:1:pos:R:3:forces:R:3:mulliken_charge:R:1
O 2.64018 3.08538 1.20190 0.4447 -1.3298 2.1319 -0.44
O 3.17535 4.02766 -0.93951 1.3272 0.3426 -1.2129 0.61
C 1.97469 3.47436 2.46857 0.4155 0.4739 -0.2797 -0.56
C 0.72585 2.66801 2.82512 0.4240 0.4573 0.3308 -1.12
H 1.71843 4.54223 2.33871 0.1471 -0.5952 -0.0074 0.59
H 2.71697 3.42157 3.30918 -0.4341 -0.0633 -0.8171 0.38
H -0.01591 2.61003 2.02892 0.1518 -0.0373 -0.0713 0.01
H 0.27893 3.21698 3.66815 -0.0103 -0.2574 -0.1707 0.48
H 0.99174 1.67470 3.19471 -0.1879 0.0344 -0.1386 0.39
C 3.27203 1.74755 1.30374 -0.6860 0.9378 -0.5080 -0.12
C 4.71013 1.79548 1.76491 -0.0144 -0.1263 0.5465 -1.57
H 3.21357 1.37033 0.27951 -0.0802 -0.2251 0.1569 0.13
H 2.60592 1.15661 1.92532 0.2472 -0.3029 0.0070 0.59
H 5.30177 2.48532 1.16087 -0.0374 -0.2210 0.0091 0.28
H 5.13210 0.78820 1.66060 -0.0099 0.2042 0.0543 0.41
H 4.80910 2.09381 2.82168 -0.0613 -0.0844 -0.3645 0.35
C 4.01420 3.60589 -2.23175 -1.8302 0.2756 1.8434 -0.38
C 3.65192 5.27212 -0.28509 -1.0583 -0.7863 -0.1446 -0.37
C 4.53655 2.23848 -2.02752 0.2676 -0.5109 -0.1591 -1.04
H 4.74906 4.38349 -2.22609 0.5542 0.2152 -0.2902 0.68
H 3.31007 3.72293 -3.05097 -0.0665 -0.0239 0.1596 0.23
H 5.15821 2.19155 -1.14069 0.1673 -0.0654 0.1449 0.19
H 5.16706 2.03500 -2.88644 0.2350 -0.1931 -0.1904 0.51
H 3.78933 1.43828 -1.99549 -0.1185 0.3881 -0.0454 0.17
C 4.98213 5.10615 0.38430 -0.2755 0.3971 0.0545 -1.31
H 2.84325 5.48927 0.43720 0.4959 0.0921 -0.4636 0.19
H 3.62320 5.98834 -1.10082 0.1634 0.2780 0.1949 0.63
H 4.95027 4.41241 1.21956 -0.0956 0.0543 -0.0999 0.18
H 5.19236 6.09010 0.77726 0.4400 0.3124 0.2300 0.50
H 5.76556 4.83457 -0.30921 0.2700 -0.0868 -0.1295 0.34
H 2.96159 3.38552 -0.15548 -0.3935 0.4581 -0.4005 -0.16
Sn -0.88202 1.50421 -1.98394 -2.7359 -0.4677 -2.5965 0.37
C 0.58948 2.59581 -1.08224 2.1864 1.9531 0.5991 1.69
Si 0.06104 4.38711 -1.44436 -0.4842 -0.2817 -0.1409 0.40
H 1.49526 2.19196 -1.55430 0.0740 0.5476 -0.3546 -0.53
H 0.79962 2.42503 -0.03309 -0.5368 -0.1146 0.2718 -0.46
C -0.02249 5.57354 0.06554 0.1279 0.2156 0.0374 -1.01
C -1.72237 4.42864 -2.05726 -0.5239 1.0265 -0.1492 -1.18
C 1.02315 5.25411 -2.82767 0.2373 0.1872 -0.1317 -1.08
C -1.95947 1.31057 -0.09560 0.1114 -0.5296 0.8486 0.43
Si -3.68749 0.70473 -0.35104 0.8313 0.0687 0.3441 0.18
H -1.93485 2.29152 0.42052 0.0203 -0.1796 -0.3575 0.32
H -1.32587 0.62183 0.47565 -0.3837 0.1728 0.1925 -0.90
C -4.59374 1.86771 -1.49070 -0.3614 0.1983 -0.2740 -0.89
C -4.53740 0.61388 1.31116 -0.4658 -0.0532 0.0701 -1.11
C -3.67165 -1.01711 -1.07536 -0.0463 -0.1767 -0.2058 -0.76
H 0.39196 6.03383 -3.30084 0.3373 -0.4265 0.2736 0.49
H 1.29465 4.52286 -3.60854 -0.0927 0.2745 0.1660 0.19
H 1.93859 5.74537 -2.45635 -0.2385 -0.1285 -0.2548 0.14
H -1.00908 5.48708 0.56185 0.5064 -0.0643 -0.1912 0.39
H 0.08304 6.63768 -0.24217 -0.0437 -0.5976 0.0998 0.35
H 0.75549 5.36862 0.81676 -0.2749 0.1292 -0.1648 0.02
H -2.40052 4.57320 -1.20929 -0.0689 0.0027 -0.0205 0.24
H -2.10259 3.59563 -2.65166 0.3151 0.1454 0.2101 0.17
H -1.83316 5.30832 -2.71846 0.0194 -0.0138 0.3380 0.47
H -4.47492 1.58509 1.81864 -0.0868 -0.1815 -0.0294 0.30
H -4.07115 -0.14988 1.94942 -0.0921 0.1704 -0.1377 0.25
H -5.59405 0.35323 1.16092 0.0666 0.0452 0.2735 0.33
H -3.40924 -1.76950 -0.32056 -0.0350 0.0842 -0.1107 0.16
H -2.93785 -1.07635 -1.89250 -0.2343 -0.0548 0.0732 0.13
H -4.67131 -1.24709 -1.47662 0.3128 -0.1042 0.0498 0.45
H -5.40254 1.33345 -2.01186 0.0888 0.2144 0.1273 0.37
H -3.93438 2.30423 -2.25665 -0.1504 -0.2419 0.2720 0.16
H -5.03645 2.68537 -0.90853 -0.0180 -0.0333 -0.1318 0.27
S -0.43569 -3.34567 -1.55173 0.1315 0.8968 0.9137 -0.24
C -0.62389 -3.05664 0.17900 0.0946 0.5769 0.2934 0.71
C -1.16017 -3.91028 1.14120 -0.0019 0.1032 0.2661 -0.48
C -1.35210 -3.42803 2.44871 0.2023 -0.3262 -0.9707 -0.51
C -0.95340 -2.13359 2.79070 0.2832 0.1400 -0.0752 -0.64
C -0.36877 -1.28816 1.85818 0.2034 -0.2546 -0.7970 -0.39
C -0.23839 -1.72086 0.52417 -0.8301 -0.9573 -1.1275 -0.53
N 0.10830 -0.95154 -0.59251 0.4546 -1.3550 -1.1220 -0.27
C 0.08720 -1.66197 -1.72350 0.0929 0.6838 2.2762 0.02
C 0.53458 -1.11283 -3.00091 0.6095 -0.0344 -1.5715 1.09
C 1.22154 -1.95600 -3.90183 -0.2191 0.1001 0.2475 -0.73
C 1.76730 -1.43617 -5.07496 -0.2747 0.0891 0.3018 -0.73
C 1.59960 -0.07899 -5.36331 -0.1698 0.1052 0.3756 -0.61
C 0.89855 0.75669 -4.48228 0.2615 -0.3709 -0.4722 -0.60
C 0.35502 0.25794 -3.30849 0.7868 -1.4636 1.7196 -0.30
H -1.42575 -4.92591 0.84141 -0.0796 0.2677 0.3247 0.37
H -1.80510 -4.07547 3.18768 0.0235 0.0316 0.0162 0.39
H -1.09242 -1.78175 3.80696 0.0101 -0.0495 -0.0502 0.40
H -0.00056 -0.29505 2.08857 -0.2761 -0.0075 0.1804 0.53
H 1.35779 -3.01078 -3.64671 0.0392 0.2367 -0.1727 0.33
H 2.31578 -2.08314 -5.74941 -0.0519 0.0430 -0.0013 0.37
H 2.01355 0.32774 -6.27888 0.0426 0.0114 -0.0168 0.41
H 0.76744 1.81587 -4.73967 -0.0859 -0.2645 0.0958 0.33
```
Positions in Å, forces in eV/Å.

Multiplicity: 1
Net charge: 0
Gap between HOMO and LUMO (alpha / beta) (eV): 3.8 / 3.8
Relative energy (zero: lowest compared OMol25 entry of this formula, charge and spin) (kJ/mol): 96.3
Highest occupied orbital energy (alpha / beta) (eV): -3.867 / -3.868
Electronic energy (Ha): -2532.13736

---

# 2
The following is a DFT calculation (wB97M-V/def2-TZVPD) of a structure of composition C27H35BBiF6N13O4S4.

XYZ file:
```
91
Properties=species:S:1:pos:R:3:forces:R:3:mulliken_charge:R:1
Bi 0.03157 0.08382 -0.03679 0.2027 -0.3183 -0.2760 1.27
C -1.19862 -3.41786 0.95277 0.0145 -0.0135 0.0622 -1.42
N -1.19671 -2.56169 -0.23387 0.0768 0.0402 0.0633 1.60
C -2.58469 -2.42963 -0.70615 -0.0144 0.1430 -0.0255 -1.16
C -0.38023 -3.05602 -1.31026 -0.0186 -0.0262 -0.0455 -0.60
C 0.05063 -4.37477 -1.38405 -0.0136 0.0086 -0.0497 -0.20
C 0.82637 -4.80698 -2.45196 -0.0532 -0.0284 0.0515 -0.93
C 1.16865 -3.91141 -3.45256 0.0494 0.0683 -0.0210 -0.97
C 0.76391 -2.58939 -3.36876 -0.0087 0.0182 -0.0445 -0.02
C -0.01105 -2.13628 -2.30108 0.0596 0.1278 0.0277 -0.04
N -0.30647 -0.77920 -2.10545 -0.0078 -0.0079 0.0185 1.79
C -0.67592 0.02338 -3.18373 -0.1239 -0.1152 0.1188 -0.28
C -1.28455 -0.48849 -4.34231 -0.0147 0.0421 0.1056 -0.45
C -1.68788 0.34387 -5.37235 0.0175 0.0245 0.0298 -0.91
C -1.50218 1.71648 -5.28498 -0.0073 -0.0679 -0.0067 -0.96
C -0.90869 2.23739 -4.14639 -0.0196 0.0749 0.0476 -0.65
C -0.50910 1.41333 -3.10489 0.0330 -0.0060 0.0891 -0.31
N 0.15953 1.94664 -1.93137 -0.0004 0.0510 0.0017 1.80
C 1.61474 2.01888 -2.20758 -0.1525 -0.0524 -0.0699 -1.12
C -0.34488 3.27505 -1.53266 0.1906 -0.0250 -0.0214 -1.21
H -1.70865 -4.37013 0.76230 0.0187 -0.0046 -0.0119 0.50
H -0.17709 -3.62126 1.27247 -0.0736 -0.0139 -0.0318 0.42
H -1.70930 -2.89980 1.76249 -0.0002 -0.0103 -0.0595 0.04
H -2.66694 -1.61650 -1.42630 0.0414 0.0173 -0.0363 0.14
H -3.22455 -2.23019 0.14959 -0.0948 0.1316 0.0689 0.38
H -2.91449 -3.36268 -1.17860 -0.0115 0.0208 0.0295 0.35
H -0.21881 -5.07833 -0.60777 0.0166 0.0188 -0.0292 0.37
H 1.15053 -5.83881 -2.49963 0.0096 0.0315 0.0094 0.43
H 1.78394 -4.23238 -4.28450 -0.0325 0.0110 0.0124 0.41
H 1.07934 -1.87385 -4.11835 -0.0001 -0.0245 -0.0009 0.54
H -1.45206 -1.55346 -4.41779 0.0079 -0.0463 -0.0027 0.51
H -2.15963 -0.08561 -6.24732 0.0044 -0.0105 0.0055 0.41
H -1.81176 2.37231 -6.08730 -0.0048 -0.0059 0.0046 0.43
H -0.75714 3.30736 -4.06961 -0.0034 -0.0570 -0.0041 0.37
H 1.79530 2.61460 -3.10751 -0.0118 -0.0086 -0.0199 0.41
H 2.12443 2.48556 -1.37517 0.0587 0.0359 0.2370 0.15
H 2.01505 1.01384 -2.35652 -0.0233 0.0251 0.0099 0.19
H -0.02124 4.05162 -2.23224 0.0152 -0.0019 -0.0046 0.39
H -1.43127 3.25936 -1.49809 0.0105 -0.0108 0.0080 0.51
H 0.05155 3.52866 -0.55112 0.0155 -0.0385 0.0599 -0.11
C 1.77951 1.00735 4.32592 -0.1262 -1.5907 0.5338 -1.85
N 0.35279 1.24297 4.14879 0.0143 -0.2107 0.2495 0.53
C -0.38018 2.26843 4.71713 0.0876 -0.0747 -0.0221 -0.34
C -1.66675 2.05604 4.38036 -0.0663 -0.0503 -0.2759 -1.15
N -1.73755 0.90685 3.60740 0.0130 -0.2427 0.3382 0.19
B -3.03537 0.04921 3.55253 0.1122 0.0378 0.0311 0.13
N -3.77419 -0.06355 2.13714 -0.0856 0.0792 0.0810 0.72
C -5.00560 -0.68933 2.17915 0.1629 0.0183 0.0537 -0.85
C -5.61638 -0.52486 0.98768 0.0195 -0.0131 -0.1020 -0.40
N -4.74637 0.19346 0.20042 -0.0210 0.0436 -0.0840 0.36
C -5.01871 0.64876 -1.15694 0.0693 -0.0581 0.0971 -0.81
C -3.62284 0.46295 0.92202 -0.0996 -0.3582 -0.2374 -0.60
S -2.32651 1.34441 0.19113 -0.0500 0.2437 0.1962 -0.28
C -0.48337 0.41669 3.49125 -0.0721 0.5138 -0.2003 -0.75
S 0.00186 -0.98308 2.62993 -0.1523 -0.0219 0.0831 -0.16
H 2.15274 1.70470 5.07083 -0.3984 -2.0377 0.1623 0.51
H 2.32119 1.15427 3.39350 -0.2289 -0.1711 0.3295 0.70
H 1.94117 -0.01337 4.66180 -0.1719 -0.1939 -0.1064 0.58
H 0.08265 3.05778 5.28433 -0.1251 -0.1573 -0.0194 0.64
H -2.54534 2.63157 4.61006 -0.0031 -0.0813 0.0337 0.59
H -2.79067 -1.07871 3.90691 -0.0462 0.0630 -0.0562 -0.06
H -3.83818 0.59989 4.27103 0.0184 -0.0542 -0.0521 -0.23
H -5.33757 -1.18850 3.07379 0.0151 0.0576 -0.0477 0.53
H -6.57804 -0.85359 0.63269 0.0492 0.0382 -0.0063 0.45
H -5.85818 0.07904 -1.54701 -0.0020 -0.0128 0.0156 0.29
H -4.14438 0.49478 -1.78414 0.0347 -0.0413 -0.0073 0.32
H -5.26350 1.70994 -1.16342 -0.0029 0.0006 0.0218 0.31
F 5.57593 3.01640 0.23785 0.0618 0.0109 0.0007 -0.22
C 5.21542 1.75931 0.02644 -0.1071 -0.0183 -0.0137 0.70
F 6.29458 0.98017 0.09133 -0.0314 0.0409 -0.0786 -0.24
F 4.70372 1.66790 -1.20767 0.0800 0.0024 0.0199 -0.19
S 3.94492 1.18683 1.28051 -0.1470 -0.3497 0.1730 0.96
O 2.83917 0.70505 0.48394 0.1672 0.2325 -0.1418 -0.52
O 4.63797 0.22849 2.08533 0.0844 0.1229 -0.0437 -0.71
N 3.61673 2.47061 2.11528 -0.0527 0.1396 -0.1631 -0.56
S 2.33779 3.36501 1.87047 0.1589 0.1683 -0.7165 1.10
O 2.57000 4.48560 1.00162 -0.0907 -0.2104 0.1555 -0.72
O 1.11263 2.62398 1.67616 -0.0043 0.0335 0.0785 -0.48
C 2.22799 4.09507 3.55809 0.1543 0.4985 -0.4834 0.42
F 1.04376 4.69294 3.67430 0.0362 0.1494 0.0792 -0.21
F 3.19191 4.99194 3.72855 -0.0666 -0.0681 0.1387 -0.22
F 2.32537 3.15669 4.50227 0.6470 3.4515 -0.4132 -0.19
N 4.80142 -3.14178 -1.37210 -0.1222 -0.2948 -0.1790 -0.76
N 3.72960 -2.78295 -0.58120 0.0467 -0.0722 0.0308 1.23
N 3.52037 -3.32619 0.59524 0.0124 0.1607 -0.0786 -1.08
C 2.38838 -2.72772 0.94467 -0.0149 0.1722 -0.1314 -0.61
N 1.95639 -1.88850 -0.00851 -0.0301 -0.2025 0.2020 0.37
N 2.83555 -1.94395 -0.98875 -0.1152 0.0771 0.2247 -0.56
H 5.56090 -3.39371 -0.75613 0.1301 0.0860 0.0708 0.30
H 5.03178 -2.35398 -1.96200 0.0676 0.1101 0.0348 0.29
H 1.90390 -2.87869 1.89538 0.0391 0.0368 -0.0750 0.51
```
Positions in Å, forces in eV/Å.

Multiplicity: 1
Net charge: 0
Gap between HOMO and LUMO (eV): 7.2
Relative energy (zero: lowest compared OMol25 entry of this formula, charge and spin) (kJ/mol): 197.9
Highest occupied orbital energy (eV): -7.389
Electronic energy (Ha): -4494.06222